A 8-piece molecular cluster, C55H77I2N3O7S3 overall in a non-equilibrium geometry. Source: OMol25; level of theory: wB97M-V/def2-TZVPD.

Calculated values
Charge: 0
HOMO energy in eV: -7.500
Gap between HOMO and LUMO in eV: 7.26
SMILES: C[C@H](I)[C@H](I)c1cc(CCCSC(=S)N(c2ccccc2)c2ccccc2)c(CCCN)c2c1Sc1ccccc1N2.CC(C)=O.CC(C)=O.CC(C)=O.CC(C)=O.CC(C)=O.CC(C)=O.CC(C)=O

Last columns: bonded neighbours and bond lengths (Å).
Atoms and positions in Å:
1 I 1.8471 -4.6558 -1.9991  C41 2.204
2 I -2.1332 -4.3091 -2.2628  C54 2.197
3 S -4.3535 2.7445 -3.0869  C44 1.659
4 S 2.4859 -2.4429 0.7108  C49 1.818, C51 1.835
5 S -1.7883 2.6362 -1.5870  C34 1.857, C44 1.834
6 O -4.3204 -6.3659 -3.8995  C45 1.212
7 O 1.6878 4.4712 -5.5768  C59 1.214
8 O -1.5787 -2.7842 -6.4534  C25 1.211
9 O 0.9986 4.0872 2.3898  C17 1.213
10 O -4.4714 0.9321 5.8249  C28 1.213
11 O 4.2402 -5.1324 9.4257  C26 1.213
12 O 3.9758 -1.2631 6.6478  C36 1.214
13 N 4.8453 4.9647 0.7107  C69 1.488, H83 1.029, H116 1.030
14 N 3.8312 0.4792 0.4958  C42 1.444, C63 1.448, H146 1.029
15 N -4.0616 1.0929 -0.9108  C19 1.459, C44 1.443, C66 1.463
16 C 5.3413 -3.1823 8.6323  C26 1.506, H89 1.091, H93 1.088, H117 1.092
17 C 0.1135 4.7912 1.9503  O9 1.213, C31 1.508, C40 1.507
18 C 1.6289 5.5372 -7.6992  C59 1.507, H90 1.092, H111 1.090, H131 1.092
19 C -4.3451 1.6414 0.4108  N15 1.459, C48 1.456, C56 1.482
20 C -3.6239 -6.1751 -6.1620  C45 1.507, H87 1.092, H104 1.092, H115 1.091
21 C 1.6805 -1.8527 6.4753  C36 1.508, H72 1.092, H75 1.092, H108 1.091
22 C 5.8806 -0.2372 1.7034  C39 1.469, C42 1.483, H138 1.119
23 C 1.3107 -1.5527 -1.7392  C41 1.553, C50 1.480, C51 1.463
24 C -7.8113 -0.8301 -2.3058  C38 1.462, C43 1.478, H82 1.120
25 C -0.4132 -2.5084 -6.6327  O8 1.211, C32 1.509, C60 1.505
26 C 5.0708 -4.2735 9.6349  O11 1.213, C16 1.506, C35 1.508
27 C 3.3340 2.5148 -1.5717  C47 1.572, C68 1.596, H78 1.135, H142 1.116
28 C -3.3798 0.7050 6.3025  O10 1.213, C52 1.507, C53 1.507
29 C -6.6312 1.1395 -1.2380  C43 1.460, C66 1.481, H128 1.120
30 C 4.9458 -2.9503 2.0188  C37 1.467, C49 1.454, H143 1.112
31 C 0.0579 6.2654 2.2625  C17 1.508, H74 1.092, H121 1.090, H139 1.092
32 C 0.0043 -1.1448 -7.1246  C25 1.509, H92 1.091, H129 1.092, H133 1.092
33 C -5.2959 -0.8142 -2.0327  C38 1.466, C66 1.458, H107 1.116
34 C -1.0218 2.7901 -3.2719  S5 1.857, C58 1.574, H112 1.122, H118 1.129
35 C 5.8746 -4.2563 10.9112  C26 1.508, H100 1.092, H109 1.092, H141 1.090
36 C 3.0285 -1.4701 5.9180  O12 1.214, C21 1.508, C55 1.506
37 C 6.2588 -2.6278 2.5871  C30 1.467, C39 1.480, H114 1.114
38 C -6.5159 -1.4814 -2.4969  C24 1.462, C33 1.466, H96 1.111
39 C 6.6969 -1.2238 2.4239  C22 1.469, C37 1.480, H103 1.119
40 C -0.9734 4.2284 1.0711  C17 1.507, H101 1.092, H120 1.089, H127 1.091
41 C 0.5399 -2.8811 -1.9723  I1 2.204, C23 1.553, C54 1.583, H147 1.127
42 C 4.5549 -0.5920 1.1402  N14 1.444, C22 1.483, C49 1.451
43 C -7.8695 0.5108 -1.6872  C24 1.478, C29 1.460, H88 1.112
44 C -3.5223 2.0822 -1.8124  S3 1.659, S5 1.834, N15 1.443
45 C -4.5530 -6.6200 -5.0618  O6 1.212, C20 1.507, C62 1.507
46 C -4.8658 1.0205 2.8663  C56 1.453, C64 1.475, H136 1.114
47 C 2.6691 1.0903 -1.6014  C27 1.572, C63 1.481, C65 1.468
48 C -4.4811 3.0529 0.7400  C19 1.456, C70 1.478, H113 1.120
49 C 4.1229 -1.9625 1.3398  S4 1.818, C30 1.454, C42 1.451
50 C 1.1064 -0.4914 -2.7501  C23 1.480, C65 1.454, H124 1.124
51 C 2.2122 -1.2260 -0.6345  S4 1.835, C23 1.463, C63 1.483
52 C -2.5800 -0.5038 5.8899  C28 1.507, H102 1.092, H130 1.092, H135 1.090
53 C -2.7688 1.6202 7.3316  C28 1.507, H98 1.090, H122 1.092, H137 1.092
54 C -0.7550 -3.0705 -1.0820  I2 2.197, C41 1.583, C57 1.566, H126 1.128
55 C 3.1505 -1.3559 4.4215  C36 1.506, H76 1.091, H95 1.090, H110 1.092
56 C -4.5435 0.6536 1.4981  C19 1.482, C46 1.453, H79 1.120
57 C -0.5289 -3.6801 0.3424  C54 1.566, H73 1.132, H77 1.130, H119 1.116
58 C 0.5338 3.0137 -3.1820  C34 1.574, C61 1.602, H84 1.129, H97 1.120
59 C 1.0838 4.6443 -6.6151  O7 1.214, C18 1.507, C67 1.507
60 C 0.6771 -3.5125 -6.3718  C25 1.505, H71 1.093, H85 1.092, H123 1.090
61 C 1.3745 1.8196 -3.8417  C58 1.602, C65 1.559, H80 1.126, H105 1.125
62 C -5.7832 -7.3931 -5.4638  C45 1.507, H106 1.090, H125 1.092, H132 1.092
63 C 2.9209 0.0742 -0.5544  N14 1.448, C47 1.481, C51 1.483
64 C -5.0023 2.4515 3.1988  C46 1.475, C70 1.458, H81 1.112
65 C 1.7437 0.8149 -2.7077  C47 1.468, C50 1.454, C61 1.559
66 C -5.3065 0.4957 -1.3934  N15 1.463, C29 1.481, C33 1.458
67 C -0.2419 3.9745 -6.8717  C59 1.507, H91 1.092, H144 1.092, H145 1.090
68 C 3.0948 3.3029 -0.2052  C27 1.596, C69 1.581, H99 1.126, H134 1.128
69 C 4.4063 3.5445 0.6438  N13 1.488, C68 1.581, H86 1.126, H140 1.140
70 C -4.8071 3.4255 2.1322  C48 1.478, C64 1.458, H94 1.118
71 H 1.3510 -3.1343 -5.5994  C60 1.093
72 H 1.3877 -2.8348 6.0992  C21 1.092
73 H -1.5525 -3.9553 0.7399  C57 1.132
74 H -0.8701 6.4995 2.7880  C31 1.092
75 H 0.9362 -1.1049 6.1943  C21 1.092
76 H 2.9238 -2.3135 3.9503  C55 1.091
77 H -0.1585 -2.8859 1.0552  C57 1.130
78 H 4.4494 2.3711 -1.7249  C27 1.135
79 H -4.4525 -0.4369 1.2612  C56 1.120
80 H 2.2821 2.2730 -4.3302  C61 1.126
81 H -5.2759 2.7041 4.2468  C64 1.112
82 H -8.7781 -1.2994 -2.6222  C24 1.120
83 H 5.4016 5.1111 -0.1424  N13 1.029
84 H 0.8343 3.0357 -2.0942  C58 1.129
85 H 1.2309 -3.7105 -7.2917  C60 1.092
86 H 4.2724 3.0619 1.6527  C69 1.126
87 H -4.1520 -5.5125 -6.8501  C20 1.092
88 H -8.8267 1.0579 -1.5410  C43 1.112
89 H 5.1304 -2.2080 9.0758  C16 1.091
90 H 1.7840 4.9607 -8.6131  C18 1.092
91 H -1.0169 4.7283 -7.0230  C67 1.092
92 H -0.8822 -0.5260 -7.2691  C32 1.091
93 H 4.6952 -3.3182 7.7675  C16 1.088
94 H -4.9445 4.5009 2.4040  C70 1.118
95 H 4.1717 -1.0733 4.1638  C55 1.090
96 H -6.5164 -2.4902 -2.9635  C38 1.111
97 H 0.8646 3.9987 -3.6010  C58 1.120
98 H -3.4522 2.4456 7.5322  C53 1.090
99 H 2.5731 4.2849 -0.3812  C68 1.126
100 H 5.6875 -3.3290 11.4561  C35 1.092
101 H -1.9471 4.3721 1.5446  C40 1.092
102 H -1.6312 -0.1896 5.4507  C52 1.092
103 H 7.6770 -0.9090 2.8631  C39 1.119
104 H -3.2391 -7.0450 -6.6982  C20 1.092
105 H 0.7113 1.3503 -4.6197  C61 1.125
106 H -6.3576 -7.6471 -4.5725  C62 1.090
107 H -4.3285 -1.3509 -2.1805  C33 1.116
108 H 1.7385 -1.8977 7.5635  C21 1.091
109 H 6.9379 -4.3498 10.6825  C35 1.092
110 H 2.4708 -0.5839 4.0536  C55 1.092
111 H 2.5856 5.9508 -7.3795  C18 1.090
112 H -1.2775 1.9236 -3.9363  C34 1.122
113 H -4.3620 3.8288 -0.0583  C48 1.120
114 H 6.8729 -3.3874 3.1235  C37 1.114
115 H -2.7840 -5.6307 -5.7286  C20 1.091
116 H 5.5553 4.9849 1.4572  N13 1.030
117 H 6.3815 -3.2293 8.3033  C16 1.092
118 H -1.4621 3.7137 -3.7492  C34 1.129
119 H 0.0720 -4.6202 0.3742  C57 1.116
120 H -0.8074 3.1611 0.9313  C40 1.089
121 H 0.8996 6.5312 2.9027  C31 1.090
122 H -1.8281 2.0272 6.9557  C53 1.092
123 H 0.2331 -4.4453 -6.0227  C60 1.090
124 H 0.3884 -0.7095 -3.5874  C50 1.124
125 H -6.4068 -6.7843 -6.1211  C62 1.092
126 H -1.2698 -2.0778 -0.9340  C54 1.128
127 H -0.9526 4.7171 0.0961  C40 1.091
128 H -6.7143 2.1469 -0.7555  C29 1.120
129 H 0.5268 -1.2371 -8.0787  C32 1.092
130 H -2.4002 -1.1442 6.7557  C52 1.092
131 H 0.9364 6.3600 -7.8867  C18 1.092
132 H -5.4937 -8.3164 -5.9692  C62 1.092
133 H 0.6512 -0.6647 -6.3867  C32 1.092
134 H 2.4021 2.6567 0.4073  C68 1.128
135 H -3.1394 -1.0710 5.1454  C52 1.090
136 H -5.0177 0.2128 3.6179  C46 1.114
137 H -2.5973 1.0734 8.2608  C53 1.092
138 H 6.2868 0.8023 1.6285  C22 1.119
139 H 0.1234 6.8441 1.3391  C31 1.092
140 H 5.2537 2.9600 0.1545  C69 1.140
141 H 5.5759 -5.0971 11.5380  C35 1.090
142 H 2.9912 3.1799 -2.3994  C27 1.116
143 H 4.5867 -3.9967 2.1344  C30 1.112
144 H -0.1690 3.3292 -7.7494  C67 1.092
145 H -0.5119 3.3635 -6.0098  C67 1.090
146 H 4.5672 1.0388 0.0437  N14 1.029
147 H 0.1720 -2.8344 -3.0369  C41 1.127